Entry 1:
The following is a DFT calculation (the ωB97M-V functional and the def2-TZVPD basis) of an isolated ion of composition CN3O3 and charge -1.

```
7
Properties=species:S:1:pos:R:3
N 1.88034 0.61655 -2.08106
C 1.39820 0.58132 -1.01339
O 0.80700 0.80187 0.07952
N 0.19842 -0.44082 0.91911
N -1.05198 -0.45291 0.73918
O -1.69332 0.39634 0.10459
O -1.53866 -1.50236 1.25206
```

Summary:
net charge: -1
E_HOMO: -5.6 eV
structure (SMILES): N#CON=[N+]([O-])[O-]
Kohn-Sham gap: 0.365 Eh
lowest unoccupied orbital energy: 4.316 eV

Listed below, in e, are the Löwdin charges computed for each atom: 0.078 -0.461 -0.057 0.148 -0.589 -0.034 -0.084


Entry 2:
The following is a DFT calculation (the ωB97M-V functional and the def2-TZVPD basis) of a 2-piece molecular cluster, C5H11O2 overall.

```
18
Properties=species:S:1:pos:R:3
O 0.60115 -2.21150 -1.28313
O 0.64909 -2.19708 -2.52944
C 2.30406 1.00046 -0.02233
C 1.13033 0.41543 0.77589
C -0.06848 0.27315 -0.00542
C -1.24144 -0.18491 0.68927
C -2.49450 -0.21416 -0.19764
H 3.18158 1.04687 0.62875
H 2.50612 0.37654 -0.89889
H 2.04141 2.00428 -0.37505
H 1.39165 -0.56756 1.19754
H 0.90807 1.05667 1.64438
H -0.10267 0.55935 -1.06034
H -1.03254 -1.18150 1.10868
H -1.41073 0.46933 1.56032
H -3.33139 -0.59989 0.39148
H -2.71625 0.79967 -0.54974
H -2.31546 -0.84515 -1.07431
```

Summary:
E_HOMO (alpha / beta): -7.2 / -11.3 eV
Kohn-Sham gap (alpha / beta): 0.307 / 0.379 Eh
lowest unoccupied orbital energy (alpha / beta): 1.186 / -0.971 eV
2S+1: 4

Listed below, in e, are the Löwdin charges computed for each atom: -0.001 0.019 -0.106 -0.307 -0.197 -0.307 -0.106 0.068 0.068 0.074 0.117 0.117 0.116 0.117 0.117 0.068 0.074 0.068


Entry 3:
The following is a DFT calculation (the ωB97M-V functional and the def2-TZVPD basis) of a 5-piece molecular cluster, C25H61N6O9P2S4 overall.

```
107
Properties=species:S:1:pos:R:3
C 4.27825 1.96300 2.72391
C 4.21148 1.26186 1.71807
C 3.97328 0.69923 0.24994
N 2.72897 -0.08411 0.14532
C 2.81111 -1.51575 -0.04068
N 3.43565 -2.34197 0.78602
O 4.08249 -1.95822 1.91916
N 2.04172 -1.74369 -1.19245
C 1.65214 -3.09544 -1.59497
C 2.44917 -3.69040 -2.86874
C 1.67569 -4.88498 -3.59392
N 2.13055 -5.04108 -5.01137
C 1.58572 -0.52727 -1.92755
C 2.88050 -0.22765 -2.83693
C 2.67952 0.06356 -4.36728
O 1.97464 -0.92280 -5.12171
C 4.18314 0.14624 -5.01752
N 4.13975 -0.53141 -6.35119
P -0.18622 -0.39416 -2.58899
C -0.39851 1.07001 -3.80864
C -0.65685 -1.87232 -3.71198
C -1.84379 -2.69734 -2.99696
C 1.55577 0.45427 -0.63688
C 0.39594 0.27107 0.45694
N -0.22422 -1.07299 0.56645
C -1.65402 -0.85945 0.93448
P 1.44977 2.31565 -0.93268
O 0.08420 2.83364 -1.26590
O 2.51644 2.90774 -2.08488
O 1.88415 3.07106 0.52500
H 4.29952 2.81126 3.46539
H 4.14357 1.48709 -0.53699
H 4.83682 -0.04200 0.10826
H 3.36814 -3.34848 0.59990
H 3.52200 -2.28695 2.65582
H 0.52760 -3.28486 -1.67116
H 1.96982 -3.80082 -0.74603
H 2.68717 -2.91096 -3.64851
H 3.45730 -4.09963 -2.51011
H 0.57332 -4.63624 -3.59306
H 1.91946 -5.84438 -3.02983
H 3.08170 -4.67734 -5.12792
H 1.53863 -4.50237 -5.65062
H 3.52811 0.62788 -2.43804
H 3.58222 -1.13063 -2.77617
H 2.26725 1.11984 -4.49478
H 1.34510 -0.43329 -5.68966
H 4.54114 1.21490 -5.06950
H 4.89431 -0.48839 -4.37779
H 4.79624 -0.03598 -6.96166
H 4.41570 -1.51974 -6.26414
H -1.44425 1.46557 -3.66521
H -0.32932 0.67714 -4.86978
H 0.39573 1.86837 -3.66791
H -1.10661 -1.49709 -4.69410
H 0.22966 -2.50686 -3.99973
H -1.72686 -3.81676 -3.11461
H -1.75389 -2.47131 -1.87757
H -2.87501 -2.37190 -3.33553
H -0.44864 1.02117 0.39618
H 0.89729 0.47681 1.46614
H 0.26769 -1.63679 1.26496
H -1.79583 -0.06410 1.74531
H -2.28486 -0.51456 0.05268
H -2.06696 -1.84268 1.33616
H 3.20469 3.41483 -1.59548
H 1.35745 3.89516 0.60563
C 1.03795 1.55458 4.17262
S 0.23392 0.21843 5.07947
O -1.21580 0.24911 4.72616
C 0.41135 0.96587 6.70864
H 1.00994 1.31664 3.11056
H 0.51036 2.49410 4.34730
H 2.07591 1.64070 4.49603
H -0.07741 1.94221 6.72472
H 1.46887 1.07044 6.94773
H -0.06070 0.31243 7.44077
C -4.54319 1.74555 -2.61644
S -5.73126 0.48583 -3.12387
O -5.03458 -0.42658 -4.08220
C -6.77321 1.59492 -4.08928
H -3.76318 1.26696 -2.02153
H -4.09348 2.20984 -3.49657
H -5.04868 2.50026 -2.01038
H -6.18337 2.06839 -4.87579
H -7.20233 2.35264 -3.43166
H -7.57508 1.00943 -4.53970
C -8.41822 4.63986 0.41067
S -6.99882 3.53458 0.28989
O -6.68447 3.36782 -1.16195
C -7.87181 2.05059 0.82618
H -8.11095 5.63259 0.08184
H -9.22557 4.27943 -0.22881
H -8.75322 4.68957 1.44759
H -8.71352 1.85317 0.16053
H -8.22485 2.18632 1.84946
H -7.17756 1.21084 0.79166
C 2.06519 -1.71536 10.82441
S 1.35332 -0.51044 9.68751
O 2.26999 -0.41057 8.51356
C 1.65354 0.92935 10.73168
H 2.01960 -2.69896 10.35704
H 3.10539 -1.46018 11.03255
H 1.48822 -1.72737 11.75014
H 2.71972 1.01731 10.94604
H 1.08990 0.82913 11.66037
H 1.31626 1.81835 10.19843
```

Summary:
net charge: +1
E_HOMO: -10.0 eV
Kohn-Sham gap: 0.276 Eh
lowest unoccupied orbital energy: -2.450 eV

Atomic partial charges in e from the Löwdin method, atoms 1 to 99: 0.075 -0.084 -0.144 -0.026 -0.158 0.047 0.057 -0.026 -0.127 -0.161 -0.261 -0.017 -0.390 -0.097 -0.355 -0.079 -0.195 -0.022 1.070 -0.248 -0.385 -0.160 -0.334 -0.224 -0.125 -0.131 0.636 -0.279 -0.162 -0.163 0.073 0.112 0.137 0.174 0.152 0.125 0.124 0.085 0.120 0.097 0.119 0.061 0.067 0.111 0.118 0.134 0.103 0.121 0.111 0.070 0.076 0.044 0.037 0.028 0.089 0.040 0.064 0.041 0.073 0.115 0.107 0.100 0.088 0.079 0.098 0.090 0.099 -0.269 0.805 -0.560 -0.285 0.005 0.066 0.036 0.065 0.037 0.026 -0.271 0.800 -0.581 -0.262 0.036 0.055 0.009 0.059 0.035 0.050 -0.265 0.838 -0.575 -0.262 0.052 0.061 0.055 0.061 0.056 0.051 -0.262 0.806


Entry 4:
The following is a DFT calculation (the ωB97M-V functional and the def2-TZVPD basis) of C15H31N5O7V as an isolated structure.

```
59
Properties=species:S:1:pos:R:3
O -1.75842 -4.19256 -0.11666
H -2.65577 -4.21714 0.26144
V -0.30889 -1.72587 0.33066
N 0.12936 -0.35399 1.77069
N -2.15468 -0.92206 0.80932
N 1.56446 -1.46251 -0.36772
N -0.52929 -2.26072 -1.60318
O 1.31542 0.19687 2.05020
O 2.62802 -1.00206 0.34690
O -1.55305 -2.93053 -2.08789
O -3.21028 -1.03859 0.10590
C -2.19137 -0.19333 1.96958
C -0.91529 0.12720 2.49534
C 1.77217 -1.77819 -1.66189
C 0.59233 -2.16375 -2.36569
C -0.65989 1.05771 3.62123
H -0.37539 2.05136 3.24902
H 0.14982 0.67029 4.24704
H -1.55988 1.17200 4.23242
C -3.48745 0.34479 2.45596
H -4.26677 -0.42267 2.38144
H -3.80122 1.20739 1.84918
H -3.38766 0.66542 3.49729
C 3.11813 -1.66336 -2.28782
C 0.60903 -2.46235 -3.82635
H 3.87815 -1.49788 -1.51799
H 3.14713 -0.83000 -3.00349
H 3.35924 -2.58070 -2.83986
H -0.39716 -2.69531 -4.18587
H 1.27064 -3.32076 -4.02538
H 1.00214 -1.59801 -4.38578
H 2.13046 -0.47175 1.17212
H -1.82817 -3.61878 -1.03596
C -0.31059 -3.36313 1.15121
H -0.95371 -2.75104 1.89829
H 0.64473 -3.40006 0.47196
H -0.24800 -4.30707 1.63920
O 1.70151 -5.19576 3.31768
H 2.56321 -5.06269 2.87485
H 1.73465 -4.60906 4.08955
O -0.66082 0.62199 -0.90465
C -0.12022 1.69937 -1.02863
C -0.56439 2.73130 -2.07100
C -1.18159 3.97898 -1.44672
C -0.15355 5.03313 -1.03438
C 0.80777 4.57988 0.05749
C 1.63546 3.34563 -0.32383
N 0.90566 2.09585 -0.22947
H 0.30006 2.98660 -2.69758
H -1.30500 2.22100 -2.69735
H -1.86375 4.42350 -2.17912
H -1.79649 3.69887 -0.57923
H 0.42527 5.33665 -1.91706
H -0.68945 5.91990 -0.67705
H 1.51349 5.39243 0.27191
H 0.26208 4.38148 0.98985
H 2.02489 3.46712 -1.34809
H 2.49174 3.26212 0.35449
H 1.21116 1.42287 0.48346
```

Summary:
net charge: +1
E_HOMO (alpha / beta): -11.1 / -11.2 eV
Kohn-Sham gap (alpha / beta): 0.234 / 0.213 Eh
lowest unoccupied orbital energy (alpha / beta): -4.743 / -5.430 eV
2S+1: 3

Listed below, in e, are the Löwdin charges computed for each atom: -0.123 0.077 0.895 -0.102 -0.151 -0.131 -0.124 -0.084 -0.061 -0.091 0.056 -0.206 -0.222 -0.215 -0.230 0.011 0.108 0.102 0.084 0.012 0.102 0.117 0.083 0.017 0.002 0.088 0.110 0.103 0.089 0.102 0.100 0.043 -0.026 -0.054 0.131 0.147 0.061 -0.066 0.053 0.044 0.030 -0.450 -0.089 -0.186 -0.209 -0.184 -0.171 0.094 0.125 0.126 0.117 0.122 0.120 0.115 0.116 0.114 0.127 0.128 0.105


Entry 5:
The following is a DFT calculation (the ωB97M-V functional and the def2-TZVPD basis) of C31H29BaN5O3PS6Sb as an isolated structure.

```
77
Properties=species:S:1:pos:R:3
Ba 1.84770 -0.28838 1.19192
N -5.20712 -4.03631 3.36225
C -3.90656 -3.53751 3.11070
C -3.45448 -2.37767 3.78004
C -2.26586 -1.79127 3.47421
C -1.41949 -2.37688 2.46320
C -1.85950 -3.58621 1.80276
C -3.08484 -4.11605 2.14273
S -0.07558 -1.54122 1.99225
O 1.17420 -2.24150 2.28475
O -0.01109 -0.19213 2.55759
N 0.20444 -1.23998 0.31768
C 1.12483 -2.07076 -0.32133
N 0.91394 -3.38595 -0.30521
C 1.63593 -4.09180 -1.15838
C 2.55049 -3.50243 -2.02306
C 2.82518 -2.17611 -1.79668
N 2.16687 -1.44704 -0.88529
H -5.58868 -3.80767 4.26489
H -5.35787 -4.99539 3.09806
H -4.08115 -1.93510 4.54890
H -1.95682 -0.87416 3.95462
H -1.23716 -4.05084 1.05201
H -3.42666 -5.01443 1.63589
H 1.47778 -5.16499 -1.14706
H 3.07096 -4.06874 -2.78106
H 3.60184 -1.64156 -2.33282
S 6.39205 -0.61064 4.98513
Sb 5.67559 0.89013 3.48410
S 3.18896 0.62181 3.12368
S 4.30004 -0.24960 1.66464
S 5.07328 0.99506 -1.82681
C 4.76889 2.36586 -0.95984
N 5.41238 2.76749 0.14933
C 4.66491 3.73463 0.96129
C 4.12211 4.69461 -0.07778
S 3.59055 3.57893 -1.41757
H 5.95963 2.05948 0.61835
H 5.33522 4.19241 1.68456
H 3.84034 3.23816 1.47891
H 4.90049 5.34937 -0.46894
H 3.26856 5.27339 0.26749
O 1.12082 1.15149 -0.04102
P -0.16626 0.44606 -0.43918
C -0.95513 2.03666 -1.35328
C -2.17835 1.98220 -2.03062
C -2.71050 3.09296 -2.66430
C -2.03590 4.31146 -2.62994
C -0.82477 4.39047 -1.96552
C -0.29772 3.26200 -1.33729
C -0.23266 -0.36817 -2.12243
C -0.81862 -1.58335 -2.45178
C -0.62703 -2.14374 -3.71393
C 0.18347 -1.51445 -4.64339
C 0.81223 -0.32001 -4.30580
C 0.59851 0.24767 -3.06405
C -1.67407 0.61062 0.63187
C -1.86070 1.75212 1.41129
C -3.06113 1.96133 2.05693
C -4.11912 1.06945 1.88027
C -3.94821 -0.05309 1.09590
C -2.70955 -0.30475 0.50056
H -2.73128 1.04762 -2.05955
H -3.65543 3.01464 -3.18967
H -2.45536 5.18307 -3.11802
H -0.28250 5.32974 -1.93732
H 0.65536 3.32746 -0.82663
H -1.39369 -2.13065 -1.71508
H -1.09525 -3.09151 -3.95000
H 0.35061 -1.96471 -5.61417
H 1.48165 0.16210 -5.00735
H 1.11685 1.15914 -2.78922
H -1.04278 2.45386 1.52486
H -3.19085 2.83574 2.68300
H -5.07351 1.26295 2.35455
H -4.76448 -0.74778 0.94404
H -2.56897 -1.21762 -0.06380
```

Summary:
net charge: -1
E_HOMO (alpha / beta): -2.1 / -5.0 eV
Kohn-Sham gap (alpha / beta): 0.153 / 0.262 Eh
lowest unoccupied orbital energy (alpha / beta): 2.084 / 2.083 eV
2S+1: 2

Listed below, in e, are the Löwdin charges computed for each atom: 1.749 0.059 -0.346 -0.070 -0.086 -0.355 -0.085 -0.077 0.539 -0.461 -0.495 -0.504 -0.594 0.172 -0.097 -0.033 -0.089 -0.014 0.064 0.065 0.103 0.107 0.079 0.100 0.114 0.103 0.097 -0.335 0.335 -0.203 -0.241 0.566 -1.200 -0.078 -0.256 -0.416 0.920 0.065 0.117 0.096 0.076 0.078 -0.653 0.683 -0.241 -0.089 -0.097 -0.116 -0.099 -0.102 -0.241 -0.078 -0.084 -0.095 -0.073 -0.070 -0.287 -0.075 -0.072 -0.091 -0.077 -0.088 0.104 0.093 0.089 0.092 0.062 0.100 0.100 0.096 0.104 0.114 0.122 0.100 0.097 0.106 0.098


Entry 6:
The following is a DFT calculation (the ωB97M-V functional and the def2-TZVPD basis) of an isolated ion of composition C7H6F2N3 and charge +1.

```
18
Properties=species:S:1:pos:R:3
C 0.71518 -0.16550 1.58100
C 0.32133 -1.05527 2.54512
C -1.48693 -1.82360 1.09771
C 0.03871 -0.06901 0.33556
C -0.78075 -1.87595 2.29916
C -1.06965 -0.93798 0.13583
C 0.23889 2.17855 -2.56070
N 0.07067 1.11467 -1.68155
N 0.56402 0.83255 -0.50020
N 1.36212 2.53118 -3.04988
F -1.17015 -2.72947 3.22342
F -1.73671 -0.88200 -1.02779
H 1.56379 0.48488 1.72988
H 0.83949 -1.13293 3.48795
H -2.33480 -2.46824 0.92589
H -0.77782 0.61259 -1.98530
H 2.24935 2.04940 -2.88637
H 1.39326 3.33615 -3.66974
```

Summary:
net charge: +1
E_HOMO (alpha / beta): -12.8 / -12.8 eV
Kohn-Sham gap (alpha / beta): 0.247 / 0.247 Eh
lowest unoccupied orbital energy (alpha / beta): -6.086 / -6.086 eV

Listed below, in e, are the Löwdin charges computed for each atom: 0.040 0.034 0.107 -0.198 -0.224 -0.161 -0.059 0.023 0.177 0.161 0.151 0.106 0.134 0.137 0.151 0.146 0.142 0.133


Number 1: F_max 0.0657 hartree/bohr. Number 2: F_max 0.0711 hartree/bohr. Number 3: F_max 0.1228 hartree/bohr. Number 4: F_max 0.0685 hartree/bohr. Number 5: F_max 0.2850 hartree/bohr. Number 6: F_max 0.0686 hartree/bohr.